Model w:
76
Properties=species:S:1:pos:R:3 method="wB97M-V/def2-TZVPD" homo_ev=-5.12 lumo_energy_ev=-2.3 homo_lumo_gap_ha=0.10197
C -2.538 2.451 5.576
C -3.746 2.955 4.813
O -3.710 2.514 3.443
C -3.101 3.502 2.627
C -2.754 3.012 1.227
C -2.316 1.544 1.094
C -1.240 1.342 2.186
C -0.534 0.007 2.289
O -0.502 -0.569 3.343
N -3.480 0.548 1.486
C -4.897 1.044 1.332
O -5.224 1.720 0.435
N -5.757 0.459 2.311
C -6.708 1.360 2.869
O -7.587 1.908 2.324
F -6.551 1.441 4.177
C -3.406 -0.854 0.873
Br -3.247 -2.108 2.400
N -4.656 -1.125 0.206
C -5.126 -2.253 0.093
S -5.587 -3.632 -0.395
C -2.248 -1.132 -0.121
O -1.446 -0.066 -0.581
C -1.830 1.286 -0.325
B -2.926 1.653 -1.481
O -3.934 0.757 -1.759
O -2.857 2.821 -2.192
P -0.300 2.172 -1.036
O -0.586 3.738 -0.689
I 1.682 1.692 0.314
H -2.607 2.777 6.608
H -1.616 2.831 5.142
H -2.500 1.365 5.541
H -3.793 4.041 4.866
H -4.640 2.562 5.267
H -3.748 4.377 2.558
H -2.197 3.866 3.118
H -3.509 3.298 0.502
H -1.870 3.575 0.945
H -1.693 1.454 3.165
H -0.530 2.158 2.106
H -0.029 -0.425 1.422
H -3.381 0.377 2.492
H -6.273 -0.274 1.830
H -1.586 -1.859 0.338
H -2.682 -1.635 -0.982
H -3.598 -0.030 -2.204
H -2.532 2.650 -3.086
H -0.134 4.261 -1.363
C 3.183 -0.015 -3.285
Si 4.116 -1.579 -2.731
C 3.039 -3.041 -3.299
C 4.037 -1.547 -0.831
N 5.650 -1.569 -3.355
Si 6.838 -2.723 -3.138
C 6.385 -4.446 -3.801
C 7.381 -2.952 -1.330
C 8.403 -2.216 -4.075
H 2.161 0.001 -2.878
H 3.704 0.882 -2.940
H 3.112 0.020 -4.374
H 1.986 -2.899 -3.016
H 3.368 -3.982 -2.852
H 3.085 -3.137 -4.385
H 4.669 -0.747 -0.438
H 4.350 -2.491 -0.381
H 3.002 -1.358 -0.504
H 5.616 -4.928 -3.192
H 7.258 -5.109 -3.803
H 6.018 -4.368 -4.826
H 7.607 -1.984 -0.879
H 8.281 -3.577 -1.265
H 6.608 -3.444 -0.733
H 8.777 -1.258 -3.708
H 8.200 -2.127 -5.144
H 9.196 -2.962 -3.942

=====

Model x:
76
Properties=species:S:1:pos:R:3 method="wB97M-V/def2-TZVPD" homo_ev=-4.85 lumo_energy_ev=-2.8 homo_lumo_gap_ha=0.07716
C -2.467 5.333 3.101
C -3.073 5.888 1.767
O -2.975 4.879 0.740
C -1.778 5.120 0.005
C -1.323 4.053 -0.997
C -1.603 2.554 -0.628
C -1.034 2.463 0.853
C -1.113 1.078 1.540
O -1.606 0.946 2.611
N -3.107 2.289 -0.492
C -4.049 3.145 -1.265
O -3.957 3.504 -2.364
N -5.291 3.449 -0.535
C -5.689 4.812 -0.642
O -6.045 5.394 -1.574
F -5.738 5.472 0.550
C -3.570 0.863 -0.655
Br -4.454 0.294 1.067
N -4.667 0.737 -1.678
C -5.468 -0.157 -1.431
S -6.099 -1.592 -1.583
C -2.500 -0.223 -1.027
O -1.181 0.170 -1.370
C -0.927 1.566 -1.613
B -1.362 1.789 -3.184
O -2.571 1.309 -3.709
O -0.532 2.453 -4.102
P 0.966 1.518 -1.816
O 1.551 3.062 -2.144
I 2.122 0.966 0.304
H -2.585 6.108 3.883
H -1.396 5.086 2.958
H -2.993 4.406 3.395
H -2.553 6.830 1.505
H -4.139 6.122 1.947
H -1.883 6.094 -0.535
H -0.958 5.315 0.740
H -1.628 4.331 -2.024
H -0.211 4.125 -1.000
H -1.617 3.109 1.555
H -0.019 2.913 0.864
H -0.675 0.157 1.083
H -3.330 2.505 0.500
H -6.032 2.862 -0.928
H -2.422 -0.914 -0.157
H -2.895 -0.865 -1.848
H -2.488 0.342 -3.775
H -0.109 1.745 -4.622
H 2.347 2.922 -2.683
C 3.680 -2.748 -1.559
Si 3.584 -4.009 -0.144
C 2.214 -5.223 -0.617
C 3.022 -3.039 1.379
N 5.090 -4.752 0.060
Si 5.365 -5.940 1.247
C 4.303 -7.486 1.014
C 5.114 -5.302 3.010
C 7.162 -6.527 1.160
H 2.704 -2.260 -1.697
H 4.424 -1.979 -1.341
H 3.947 -3.240 -2.497
H 1.307 -4.681 -0.919
H 1.938 -5.870 0.217
H 2.529 -5.846 -1.456
H 3.812 -2.366 1.720
H 2.742 -3.696 2.203
H 2.138 -2.432 1.134
H 3.253 -7.299 1.244
H 4.642 -8.286 1.684
H 4.378 -7.851 -0.012
H 5.667 -4.373 3.165
H 5.475 -6.040 3.737
H 4.059 -5.126 3.231
H 7.852 -5.699 1.340
H 7.382 -6.967 0.185
H 7.342 -7.291 1.925

=====

model w takes first place; second place is 47.1 kcal/mol up.

=====

Model w:
19
Properties=species:S:1:pos:R:3 method="wB97M-V/def2-TZVPD" homo_ev="4.27 / -1.31" multiplicity=2 lumo_energy_ev="6.6 / 6.5" charge=-2 s2=0.75 homo_lumo_gap_ha="0.08668 / 0.28819"
C 0.738 -0.072 -0.472
N 0.453 -0.025 0.994
C 0.239 1.541 1.439
O 0.365 2.461 0.489
C 0.957 -1.572 -0.960
C -0.275 -2.456 -0.582
H -0.155 0.205 -1.070
H 1.613 0.526 -0.774
H -0.524 -0.168 1.091
H -0.799 1.575 1.975
H 1.104 1.573 2.189
H 1.879 -2.018 -0.427
H 1.165 -1.625 -2.150
H -0.578 -2.447 0.412
H -1.129 -2.130 -1.091
H 0.064 -3.490 -0.906
H -2.290 3.080 0.256
H -0.887 2.526 0.010
O -1.941 2.515 -0.422

=====

Model x:
19
Properties=species:S:1:pos:R:3 method="wB97M-V/def2-TZVPD" homo_ev="4.34 / -0.54" multiplicity=2 lumo_energy_ev="6.7 / 6.6" charge=-2 s2=0.75 homo_lumo_gap_ha="0.08555 / 0.26168"
C -1.054 -1.770 0.160
N -1.247 -0.794 -0.905
C -1.617 1.141 0.679
C -0.824 0.562 -0.520
C 0.670 0.632 -0.177
O 1.450 -0.004 -1.109
H -0.864 -2.770 -0.240
H -1.885 -1.723 0.870
H -0.146 -1.652 0.764
H -0.512 -0.966 -1.595
H -1.144 2.042 1.066
H -2.628 1.480 0.402
H -1.638 0.361 1.439
H -0.906 1.327 -1.309
H 1.008 1.694 0.030
H 0.906 0.390 0.904
H 2.768 -0.174 -0.582
H 3.952 0.558 0.195
O 3.712 -0.334 -0.073

=====

model x takes first place; second place is 14.5 kcal/mol up.

=====

Model w:
12
Properties=species:S:1:pos:R:3 method="wB97M-V/def2-TZVPD" homo_ev=-7.44 lumo_energy_ev=0.1 homo_lumo_gap_ha=0.27646
C -0.232 1.026 -1.092
C 0.533 -0.960 1.155
O 0.768 1.203 3.175
P 0.948 0.660 0.325
S 1.115 2.125 2.035
Cl 2.533 0.092 -0.816
H -1.291 1.075 -0.985
H 0.041 0.273 -1.941
H 0.235 1.950 -1.451
H 0.273 -0.820 2.254
H 1.511 -1.440 1.074
H -0.336 -1.476 0.670

=====

Model x:
12
Properties=species:S:1:pos:R:3 method="wB97M-V/def2-TZVPD" homo_ev=-9.36 lumo_energy_ev=-1.2 homo_lumo_gap_ha=0.29882
C -2.206 1.410 -0.787
C 1.604 -2.070 -0.077
O -0.879 1.080 -0.942
P -0.013 0.384 0.274
S 1.460 -0.441 -0.920
Cl -1.614 -1.779 0.597
H -2.784 0.617 -0.650
H -2.449 1.987 -1.584
H -2.223 2.108 0.177
H 1.750 -2.690 -0.973
H 0.807 -2.567 0.358
H 2.477 -2.132 0.511

=====

model x takes first place; second place is 6.7 kcal/mol up.

=====

Model w:
40
Properties=species:S:1:pos:R:3 method="wB97M-V/def2-TZVPD" homo_ev=-8.54 lumo_energy_ev=0.4 homo_lumo_gap_ha=0.32868 smiles="CSCC[C@H](NC(=O)[C@@H](N)Cc1ccccc1)C(=O)O"
C -4.006 3.684 -1.061
S -3.334 2.030 -0.351
C -1.691 2.741 -0.193
C -1.088 1.709 0.859
C 0.388 1.974 1.118
N 1.044 0.718 1.467
C 1.687 -0.219 0.552
O 2.274 0.260 -0.397
C 1.943 -1.592 1.214
N 1.730 -1.533 2.656
C 0.865 -2.581 0.895
C 0.430 -2.523 -0.571
C 1.103 -3.543 -1.263
C 0.939 -3.703 -2.698
C -0.019 -2.912 -3.374
C -0.798 -1.981 -2.716
C -0.350 -1.558 -1.367
C 0.924 3.263 1.882
O 0.175 4.255 1.980
O 2.201 3.035 2.226
H -3.593 3.494 -2.092
H -5.073 3.730 -1.083
H -3.456 4.510 -0.393
H -1.441 3.710 0.430
H -1.181 2.696 -1.142
H -1.721 1.857 1.681
H -0.995 0.669 0.419
H 0.833 1.854 -0.034
H 0.482 0.037 2.178
H 2.857 -2.062 0.898
H 2.650 -1.296 3.117
H 1.211 -2.295 3.167
H 1.706 -3.579 1.012
H 0.043 -2.772 1.769
H 1.863 -4.424 -0.992
H 1.350 -4.670 -3.166
H -0.232 -3.147 -4.444
H -1.373 -1.263 -3.394
H -0.868 -0.810 -0.790
H 2.522 2.235 1.999

=====

Model x:
40
Properties=species:S:1:pos:R:3 method="wB97M-V/def2-TZVPD" homo_ev=-8.80 lumo_energy_ev=0.5 homo_lumo_gap_ha=0.34290 smiles="CCOC(=O)[C@H](C(=O)Nc1nccs1)C1CCCCC1"
C -2.092 -3.823 -0.319
C -2.525 -2.365 -0.275
O -1.717 -1.604 0.624
C -0.544 -1.152 0.149
O -0.120 -1.408 -0.944
C 0.212 -0.453 1.268
C -0.638 0.360 2.221
O -0.379 0.426 3.400
N -1.723 1.082 1.767
C -2.276 1.231 0.530
N -1.768 0.879 -0.593
C -2.580 1.171 -1.636
C -3.748 1.776 -1.315
S -3.864 1.997 0.393
C 1.463 0.357 0.844
C 2.544 -0.571 0.287
C 3.808 0.218 -0.041
C 3.499 1.319 -1.050
C 2.422 2.245 -0.498
C 1.156 1.460 -0.166
H -2.767 -4.384 -0.959
H -2.112 -4.251 0.681
H -1.084 -3.897 -0.717
H -2.456 -1.917 -1.272
H -3.544 -2.268 0.107
H 0.586 -1.279 1.892
H -2.224 1.535 2.525
H -2.250 0.916 -2.626
H -4.536 2.106 -1.959
H 1.849 0.821 1.761
H 2.170 -1.052 -0.617
H 2.778 -1.349 1.017
H 4.567 -0.455 -0.443
H 4.207 0.665 0.873
H 4.404 1.888 -1.274
H 3.145 0.867 -1.979
H 2.188 3.024 -1.227
H 2.794 2.735 0.406
H 0.404 2.140 0.239
H 0.752 1.010 -1.072

=====

model x takes first place; second place is 160.5 kcal/mol up.

=====

Model w:
11
Properties=species:S:1:pos:R:3 method="wB97M-V/def2-TZVPD" homo_ev=-9.42 lumo_energy_ev=0.3 homo_lumo_gap_ha=0.35805 smiles=O[C@@H]1[C@H](S)[C@H]1Cl
O 0.370 1.946 -0.294
C -0.228 0.921 0.417
C 0.362 -0.285 0.696
S 1.824 -1.114 -0.069
C -0.770 -0.151 -0.293
Cl -2.196 -0.836 -0.073
H 1.024 1.263 -0.825
H -0.882 1.308 1.277
H 0.110 -1.135 1.592
H 0.860 -1.787 -1.106
H -0.474 -0.130 -1.323

=====

Model x:
11
Properties=species:S:1:pos:R:3 method="wB97M-V/def2-TZVPD" homo_ev=-9.20 lumo_energy_ev=-1.0 homo_lumo_gap_ha=0.30273 smiles="OCC(=S)CCl"
O -2.158 1.363 -0.143
C -0.912 1.037 -0.760
C -0.350 -0.191 -0.093
S -0.749 -1.738 -0.631
C 0.550 0.011 1.120
Cl 2.167 0.494 0.533
H -2.812 0.705 -0.356
H -1.127 0.891 -1.854
H -0.223 1.887 -0.617
H 0.135 0.770 1.748
H 0.710 -0.893 1.663

=====

model x takes first place; second place is 67.6 kcal/mol up.